A cluster of 2 separate species, CH2ClPS in total. Source: the OMol25 dataset; level of theory: ωB97M-V/def2-TZVPD.

Summary:
relative energy (zero: lowest compared OMol25 entry of this formula, charge and spin): 3.0582 eV
HOMO-LUMO gap (spin up / spin down): 5.1 / 5.2 eV

Geometry as ORCA input:
```
! RIJCOSX wB97M-V def2-TZVPD def2/J DEFGRID3
* xyz 0 1
C -0.29 -0.70 0.13
P 1.55 -0.32 0.21
S 0.21 0.11 1.72
Cl 0.08 2.52 -1.57
H -0.80 0.10 -0.53
H -0.74 -1.71 0.05
*
```